17
Properties=species:S:1:pos:R:3:forces:R:3 method="wB97M-V/def2-TZVPD" relative_energy_ev=4.938 e_homo_ha=-0.5504 e_lumo_ev=-3.6428 gap_ev=11.3 total_charge=+1
H -0.454 1.667 0.819 -0.74 0.52 -0.04
C 1.701 1.054 -1.440 0.99 -0.43 0.88
H 0.633 0.106 0.068 0.24 -0.69 -0.58
H 1.563 1.654 -2.318 -0.20 0.05 -0.53
H -2.218 -2.878 0.640 -0.73 0.07 -0.03
C -0.999 0.774 1.088 2.94 -0.82 -1.23
C -1.557 -2.439 -0.078 0.23 1.50 0.65
C -0.479 -1.579 0.555 -1.96 -2.83 -2.34
H -1.962 -2.324 -1.138 1.38 -0.44 1.31
H 1.258 0.057 -1.560 0.05 0.18 -0.49
H -1.263 0.718 2.075 -0.63 0.06 2.47
N -0.120 -2.761 0.385 0.72 0.75 -0.50
H 2.820 0.893 -1.295 -1.59 0.47 0.25
N 0.065 -0.317 0.810 1.37 1.65 3.65
H 0.721 -0.345 1.672 -0.98 -0.21 -1.59
H 1.166 1.599 -0.622 0.92 -0.12 -0.41
H -1.753 0.416 0.484 -2.02 0.32 -1.48